ORCA calculation (ωB97M-V with the def2-TZVPD basis set) on a molecular structure, C3H9N5 at a distorted geometry.

```
17
C3H9N5, DFT ωB97M-V with the def2-TZVPD basis set
C -2.7073 0.1134 0.0503
C -0.8208 -0.8041 0.0423
C 1.3174 0.1976 0.7077
H -3.0598 -0.6215 -1.0585
H -3.2762 1.2354 0.0460
H -3.1319 -0.6661 1.2428
H -1.5093 -1.5842 -0.6656
H 1.8804 -1.5524 -1.0628
H 1.9196 -2.8199 0.0768
H 2.0232 -0.1930 1.5790
H 0.6262 2.8829 -0.2470
H -0.2572 1.6322 -0.6679
N -1.3885 0.2704 0.2240
N 0.5156 -0.9571 0.1218
N 1.1981 -2.0896 -0.4788
N 1.5999 1.3885 0.2502
N 0.6533 2.0514 -0.6950
```

Summary:
- E_LUMO (eV) = 0.671
- Kohn-Sham gap (eV) = 9.4
- energy relative to the best compared isomer or geometry (same formula, charge and spin) (kJ/mol) = 809.82

natural (NBO) population analysis, charges in e, atoms 1 to 5:
1. C -0.38
2. C 0.34
3. C 0.17
4. H 0.16
5. H 0.22